Entry from OMol25: 3 unconnected molecules or ions with the total composition C5H11NO2 in a non-equilibrium geometry (wB97M-V/def2-TZVPD).

Properties
- Charge: 0
- Energy relative to the best compared isomer or geometry (same formula, charge and spin): 1.904 eV
- Lowest unoccupied orbital energy: 0.59 eV
- HOMO-LUMO gap: 0.325 Eh
- Max |F|: 4.0 eV/Å

Element x y z (Å)
C  -1.571  0.651  -0.841
C  -0.416  0.418  0.089
C  0.178  -0.775  0.393
N  1.264  -0.382  1.212
C  1.419  0.948  1.307
C  0.394  1.524  0.575
H  -1.662  1.603  -1.308
H  -1.602  -0.161  -1.593
H  -2.465  0.512  -0.189
H  0.186  -1.822  0.261
H  1.731  -1.148  1.663
H  2.000  1.391  2.081
H  0.269  2.531  0.244
H  -2.231  -1.796  1.178
H  -1.692  -3.126  0.969
O  -1.782  -2.485  1.683
H  0.947  -0.041  -3.092
H  0.410  1.372  -3.564
O  1.189  0.814  -3.491

Here are the natural (NBO) charges for atoms 1 to 6, given in e:
1 C -0.628
2 C -0.093
3 C -0.106
4 N -0.497
5 C -0.051
6 C -0.315



Entry from OMol25: a molecular structure, C5H11NO2 in a non-equilibrium geometry (wB97M-V/def2-TZVPD).

Properties
- Charge: 0
- Energy relative to the best compared isomer or geometry (same formula, charge and spin): 4.422 eV
- Lowest unoccupied orbital energy: 0.35 eV
- HOMO-LUMO gap: 0.337 Eh
- Max |F|: 3.9 eV/Å

Element x y z (Å)
C  -0.995  0.372  -1.459
C  1.262  -0.701  -0.971
C  -0.168  -0.514  -0.531
O  -2.350  0.416  -1.071
O  -0.848  -1.662  -0.211
H  -2.584  -0.495  -0.832
H  -0.889  -0.068  -2.464
H  -0.616  1.393  -1.487
H  1.759  0.249  -1.168
H  1.237  -1.287  -1.894
H  1.825  -1.268  -0.234
C  1.196  0.372  1.898
C  -0.088  0.477  1.128
N  -0.965  1.321  1.447
H  -1.768  1.335  0.815
H  -0.576  -0.988  0.760
H  1.416  -0.668  2.147
H  2.032  0.759  1.311
H  1.118  0.956  2.815

Here are the natural (NBO) charges for atoms 1 to 6, given in e:
1 C -0.116
2 C -0.666
3 C 0.279
4 O -0.723
5 O -0.788
6 H 0.488



Entry from OMol25: a gas-phase ion, C5H11NO2 (charge +1) in a non-equilibrium geometry (wB97M-V/def2-TZVPD).

Properties
- Charge: +1
- Energy relative to the best compared isomer or geometry (same formula, charge and spin): 0.475 eV
- Lowest unoccupied orbital energy (alpha / beta): -3.37 / -8.09 eV
- HOMO-LUMO gap (alpha / beta): 0.437 / 0.263 Eh
- 2S+1: 2
- Max |F|: 2.5 eV/Å
- <S²>: 0.754

Element x y z (Å)
C  0.354  -0.579  2.249
N  -0.072  -1.221  1.012
C  0.783  0.820  -2.082
C  1.013  0.058  -0.788
C  -0.314  -0.492  -0.231
C  -1.366  0.574  0.115
O  -2.575  0.107  -0.231
O  -1.155  1.638  0.607
H  0.742  0.412  1.998
H  1.118  -1.182  2.732
H  -0.516  -0.364  2.879
H  0.505  -2.057  0.872
H  1.558  1.555  -2.211
H  -0.195  1.275  -2.206
H  0.924  0.162  -2.949
H  1.645  -0.814  -0.942
H  1.549  0.639  -0.038
H  -0.732  -1.228  -0.914
H  -3.266  0.696  0.128

Here are the natural (NBO) charges for atoms 1 to 6, given in e:
1 C -0.488
2 N -0.090
3 C -0.623
4 C -0.380
5 C -0.185
6 C 0.764



Entry from OMol25: 2 unconnected molecules or ions with the total composition C5H11NO3 in a non-equilibrium geometry (wB97M-V/def2-TZVPD).

Properties
- Charge: 0
- Energy relative to the best compared isomer or geometry (same formula, charge and spin): 1.045 eV
- Lowest unoccupied orbital energy: 0.55 eV
- HOMO-LUMO gap: 0.385 Eh
- Max |F|: 1.9 eV/Å

Element x y z (Å)
O  2.099  -0.253  1.523
C  1.148  0.206  0.954
N  0.040  0.635  1.714
C  -0.888  1.596  1.374
O  -1.625  2.050  2.216
C  1.032  0.331  -0.564
C  -0.068  -0.566  -1.262
C  -1.074  0.353  -1.954
H  -0.118  0.379  2.679
H  -0.873  1.939  0.333
H  2.013  0.045  -0.953
H  0.929  1.377  -0.876
H  0.490  -1.204  -1.946
H  -0.569  -1.184  -0.532
H  -1.387  1.154  -1.294
H  -2.020  -0.197  -2.046
H  -0.751  0.695  -2.935
H  1.265  -2.766  1.388
H  -0.266  -2.368  1.255
O  0.624  -2.222  0.924

Here are the natural (NBO) charges for atoms 1 to 6, given in e:
1 O -0.569
2 C 0.738
3 N -0.677
4 C 0.534
5 O -0.577
6 C -0.517



Entry from OMol25: C5H11NO3 in the gas phase in a non-equilibrium geometry (wB97M-V/def2-TZVPD).

Properties
- Charge: 0
- Energy relative to the best compared isomer or geometry (same formula, charge and spin): 3.497 eV
- Lowest unoccupied orbital energy (alpha / beta): 0.30 / 0.30 eV
- HOMO-LUMO gap (alpha / beta): 0.332 / 0.332 Eh
- Max |F|: 2.0 eV/Å

Element x y z (Å)
C  1.187  -0.063  -0.303
C  -1.262  0.502  0.206
C  -0.282  -0.570  -0.324
C  1.982  -0.619  -1.483
C  -2.370  -0.147  1.038
O  1.202  1.360  -0.310
O  1.828  -0.471  0.860
N  -0.586  1.540  1.013
O  -0.119  1.178  2.075
H  0.914  1.698  -1.165
H  1.464  0.027  1.607
H  -1.693  1.057  -0.636
H  -0.321  -1.464  0.296
H  -0.575  -0.851  -1.336
H  1.535  -0.325  -2.429
H  2.010  -1.703  -1.416
H  2.998  -0.237  -1.422
H  -3.105  0.599  1.330
H  -1.941  -0.588  1.937
H  -2.865  -0.923  0.460

Here are the natural (NBO) charges for atoms 1 to 6, given in e:
1 C 0.516
2 C -0.145
3 C -0.461
4 C -0.635
5 C -0.611
6 O -0.698



Entry from OMol25: a molecular structure, C5H11NO3 in a non-equilibrium geometry (wB97M-V/def2-TZVPD).

Properties
- Charge: 0
- Energy relative to the best compared isomer or geometry (same formula, charge and spin): 3.756 eV
- Lowest unoccupied orbital energy: 0.86 eV
- HOMO-LUMO gap: 0.340 Eh
- Max |F|: 4.6 eV/Å

Element x y z (Å)
C  -0.900  -1.021  -0.177
C  1.710  0.201  1.410
C  0.816  1.758  -1.686
C  -1.606  -1.689  0.951
C  -0.246  0.301  -0.148
O  0.319  0.408  1.252
O  0.710  0.435  -1.153
O  -0.592  -1.843  -1.184
N  -1.506  0.740  -0.424
H  -0.067  -1.318  -1.821
H  -2.069  0.908  0.401
H  1.912  0.161  2.481
H  2.043  -0.731  0.940
H  2.283  1.031  0.980
H  1.003  2.481  -0.889
H  1.655  1.726  -2.382
H  -0.102  2.035  -2.211
H  -2.615  -1.958  0.634
H  -1.668  -1.022  1.807
H  -1.079  -2.604  1.218

Here are the natural (NBO) charges for atoms 1 to 6, given in e:
1 C 0.478
2 C -0.245
3 C -0.259
4 C -0.672
5 C 0.552
6 O -0.583



Entry from OMol25: 3 unconnected molecules or ions with the total composition C5H11NO3 in a non-equilibrium geometry (wB97M-V/def2-TZVPD).

Properties
- Charge: 0
- Energy relative to the best compared isomer or geometry (same formula, charge and spin): 8.231 eV
- Lowest unoccupied orbital energy (alpha / beta): 0.41 / 0.65 eV
- HOMO-LUMO gap (alpha / beta): 0.263 / 0.297 Eh
- Max |F|: 1.8 eV/Å

Element x y z (Å)
C  -0.678  -0.654  0.366
C  -2.628  0.545  1.227
C  1.873  -0.872  -1.467
N  -0.657  0.682  0.401
C  1.483  0.046  -0.361
C  2.275  0.853  0.321
O  -1.053  1.177  -0.886
O  -1.187  -1.380  -0.608
O  -0.346  -1.358  1.428
H  -0.254  1.666  -1.147
H  -1.387  -0.753  -1.329
H  -0.071  -0.762  2.141
H  -2.379  0.571  2.280
H  -2.946  1.481  0.791
H  -3.211  -0.316  0.914
H  2.947  -0.803  -1.695
H  1.318  -0.651  -2.384
H  1.652  -1.911  -1.209
H  3.342  0.942  0.100
H  1.904  1.495  1.114

Here are the natural (NBO) charges for atoms 1 to 6, given in e:
1 C 0.869
2 C -0.619
3 C -0.711
4 N -0.191
5 C -0.027
6 C -0.533



Entry from OMol25: a molecular structure, C5H11NO3S in a non-equilibrium geometry (wB97M-V/def2-TZVPD).

Properties
- Charge: 0
- Energy relative to the best compared isomer or geometry (same formula, charge and spin): 2.876 eV
- Lowest unoccupied orbital energy: 0.47 eV
- HOMO-LUMO gap: 0.360 Eh
- Max |F|: 5.8 eV/Å

Element x y z (Å)
C  0.006  0.582  1.478
C  -0.807  0.290  0.461
C  -0.635  1.427  2.658
C  -0.215  -2.294  -0.459
C  -0.284  -0.401  -0.734
N  -1.077  -0.324  -1.981
O  1.661  -0.531  -2.507
O  1.170  1.546  -1.387
O  2.350  -0.385  -0.238
S  1.409  -0.050  -1.190
H  1.041  0.597  1.370
H  -1.925  0.455  0.648
H  0.122  1.303  3.533
H  -1.614  0.927  3.039
H  -0.646  2.455  2.257
H  0.341  -2.122  0.511
H  0.212  -2.712  -1.323
H  -1.262  -2.519  -0.373
H  -0.997  0.641  -2.342
H  1.738  2.095  -0.797
H  -0.588  -0.979  -2.625

Here are the natural (NBO) charges for atoms 1 to 6, given in e:
1 C -0.158
2 C -0.258
3 C -0.657
4 C -0.561
5 C -0.154
6 N -0.829